(1)
{"formula": "C4H7NO", "method": "the ωB97M-V functional and the def2-TZVPD basis", "elements": ["C", "C", "C", "C", "N", "O", "H", "H", "H", "H", "H", "H", "H"], "positions_angstrom": [[-0.87513, 0.13769, -1.60517], [-0.38054, 0.17746, -0.20942], [-0.17746, 1.09620, 0.75901], [0.50599, 0.11226, 1.64241], [0.08151, -0.92254, 0.53818], [1.00832, -1.80744, -0.02742], [-1.66117, -0.61273, -1.69954], [-0.07330, -0.13223, -2.29669], [-1.26880, 1.11208, -1.88785], [-0.56481, 2.07776, 0.95180], [1.59470, 0.15927, 1.66853], [0.08961, -0.09175, 2.62893], [1.72107, -1.30604, -0.46276]], "forces_ev_per_a": [[-0.13, -0.09, 0.10], [0.44, 0.73, -0.05], [-0.25, -0.08, -0.54], [0.15, -1.24, -0.80], [-0.19, 0.26, 1.32], [0.27, 0.13, -0.11], [-0.01, 0.00, -0.06], [-0.03, 0.01, 0.03], [0.01, -0.01, -0.03], [-0.07, 0.19, -0.05], [-0.04, 0.06, 0.07], [0.03, -0.10, -0.04], [-0.16, 0.12, 0.16]], "lowdin_charge": [-0.024, -0.334, -0.033, -0.092, -0.127, -0.032, 0.085, 0.079, 0.080, 0.089, 0.107, 0.104, 0.097], "total_charge": 0, "energy_ev": -7795.75354, "homo_energy_ev": -8.499, "smiles": "CC1=CCN1O", "orbital_gap_ev": 9.47, "de_lowest_kj_mol": 375.41}


(2)
{"formula": "C8H20FNOSi2", "method": "the ωB97M-V functional and the def2-TZVPD basis", "elements": ["C", "Si", "C", "C", "N", "C", "O", "C", "F", "Si", "C", "C", "C", "H", "H", "H", "H", "H", "H", "H", "H", "H", "H", "H", "H", "H", "H", "H", "H", "H", "H", "H", "H"], "positions_angstrom": [[-2.12348, 1.58541, 1.91416], [-0.58462, 1.57121, 0.84001], [1.21533, 2.09119, 1.33491], [-0.61247, 2.77321, -0.63279], [0.02201, -0.12494, 0.45053], [0.25861, -0.85014, 1.60716], [-0.02722, -0.31585, 2.66888], [0.95906, -2.21854, 1.63274], [1.17626, -2.65333, 2.87216], [0.23110, -0.97272, -1.03455], [2.00513, -1.46439, -1.41426], [-0.40542, 0.08774, -2.47104], [-1.02717, -2.49087, -1.25679], [-2.32148, 2.59055, 2.25210], [-3.02521, 1.36233, 1.17614], [-2.02339, 0.86054, 2.75684], [1.17699, 3.15251, 1.67363], [1.44177, 1.45004, 2.13170], [1.97523, 2.11523, 0.67779], [0.10222, 2.40197, -1.30563], [-1.66984, 2.96881, -1.08747], [-0.37308, 3.83301, -0.37425], [1.84242, -2.16423, 1.03839], [0.26133, -2.88684, 1.13694], [2.08861, -2.53880, -1.32640], [2.31211, -1.23140, -2.40914], [2.65631, -1.06449, -0.56402], [0.24849, 0.56813, -3.20235], [-1.14568, -0.46145, -3.02177], [-1.09391, 0.87839, -2.15259], [-1.94615, -2.71390, -0.66183], [-1.23578, -2.79891, -2.26205], [-0.35808, -3.33944, -0.98716]], "forces_ev_per_a": [[-1.00, -0.96, -1.51], [2.73, 0.57, -0.30], [-4.05, 1.98, 2.71], [-3.75, 1.34, 0.51], [-0.53, -1.45, 0.05], [0.02, 1.76, 1.08], [0.10, -0.63, 0.32], [-1.79, 0.81, -1.48], [0.39, -0.14, 1.09], [-2.07, -0.23, -2.85], [0.02, -0.24, 2.45], [-0.60, 0.95, 0.20], [1.51, -1.09, 1.70], [0.03, 0.37, 0.34], [1.71, 0.09, 1.61], [-0.40, 0.67, -0.83], [0.03, -0.60, 0.35], [0.79, -0.57, 1.42], [2.20, -0.49, -3.03], [0.74, -0.20, -1.27], [1.81, -0.89, 0.17], [0.34, -0.98, 0.43], [0.97, -0.10, -0.14], [-0.06, -0.48, -0.17], [0.08, -0.50, 0.03], [0.35, 0.63, -0.48], [-0.47, -0.17, -1.57], [0.29, -0.17, 0.25], [0.06, -0.95, -0.56], [0.38, 0.17, 0.39], [0.69, 0.85, -0.23], [-0.21, 0.59, -0.91], [-0.30, 0.05, 0.21]], "lowdin_charge": [-0.164, 0.595, -0.151, -0.210, -0.116, -0.498, 0.020, -0.168, 0.037, 0.497, -0.160, -0.182, -0.169, 0.014, 0.079, 0.035, 0.047, -0.003, -0.013, -0.014, 0.064, 0.045, 0.092, 0.113, 0.021, 0.020, 0.061, 0.039, 0.012, 0.002, 0.043, 0.006, 0.006], "total_charge": 0, "energy_ev": -30631.80438, "homo_energy_ev": -9.322, "smiles": "C[Si](C)(C)N(C(=O)CF)[Si](C)(C)C", "orbital_gap_ev": 9.98, "de_lowest_kj_mol": 0.00}


(3)
{"formula": "C28H18Cl2N6O2Se2Sr", "method": "the ωB97M-V functional and the def2-TZVPD basis", "elements": ["Sr", "Cl", "C", "C", "C", "N", "C", "O", "C", "C", "C", "C", "C", "N", "C", "C", "C", "Cl", "N", "C", "O", "C", "C", "C", "C", "C", "N", "H", "H", "H", "H", "H", "H", "H", "H", "H", "H", "Se", "Se", "C", "C", "C", "C", "C", "N", "C", "C", "C", "C", "C", "N", "H", "H", "H", "H", "H", "H", "H", "H"], "positions_angstrom": [[0.29000, 0.28310, 0.00570], [6.42470, 3.71050, -1.02010], [4.92550, 3.20730, -0.33300], [4.03920, 2.47280, -1.09680], [2.83200, 2.03330, -0.55870], [1.96910, 1.21380, -1.25320], [1.80630, 1.36880, -2.56390], [2.15010, 2.30720, -3.27670], [1.18250, 0.15910, -3.20500], [1.54060, -0.07550, -4.53310], [1.08520, -1.21370, -5.16050], [0.29260, -2.08810, -4.43040], [-0.00910, -1.77180, -3.11910], [0.41490, -0.67370, -2.50640], [2.52190, 2.34500, 0.78210], [3.42780, 3.08580, 1.53770], [4.61960, 3.51440, 0.98690], [5.73400, 4.40240, 1.95770], [1.37590, 1.81170, 1.32610], [0.69810, 2.47940, 2.25360], [0.78050, 3.66500, 2.56580], [-0.23740, 1.58990, 3.02300], [-0.51270, 1.98210, 4.33260], [-1.30080, 1.17470, 5.12300], [-1.79510, 0.00270, 4.56900], [-1.46620, -0.30310, 3.26150], [-0.69900, 0.45900, 2.49470], [4.27980, 2.23330, -2.12100], [2.16970, 0.65650, -5.01580], [1.34250, -1.42200, -6.18610], [-0.09450, -2.99280, -4.86710], [-0.61590, -2.44140, -2.52350], [3.19220, 3.31980, 2.56440], [-0.08240, 2.91030, 4.67560], [-1.51910, 1.44210, 6.14370], [-2.42250, -0.66550, 5.13340], [-1.82970, -1.21380, 2.80510], [-2.30430, -3.15860, 0.94930], [-3.11780, -2.26970, -1.00510], [-3.59030, -0.52390, -0.32520], [-4.93780, -0.25360, -0.13420], [-5.28360, 0.97570, 0.39730], [-4.27030, 1.86830, 0.71730], [-2.95530, 1.49770, 0.48660], [-2.61870, 0.32250, -0.03140], [-0.52340, -3.59900, 0.33150], [-0.24860, -4.94570, 0.13790], [0.98030, -5.28920, -0.39310], [1.87080, -4.27280, -0.71220], [1.50100, -2.95940, -0.47200], [0.32500, -2.62550, 0.04970], [-5.67140, -1.00360, -0.39560], [-6.31990, 1.22370, 0.56390], [-4.49140, 2.83350, 1.14060], [-2.13720, 2.16060, 0.73370], [-1.00260, -5.67730, 0.39320], [1.22620, -6.32470, -0.56620], [2.83240, -4.49370, -1.14380], [2.15660, -2.13560, -0.72270]], "forces_ev_per_a": [[-2.50, -2.49, -0.01], [0.25, 0.06, -0.24], [-0.13, -0.07, 0.16], [-0.06, 0.04, 0.10], [0.77, 0.87, 0.54], [0.38, -0.20, -0.66], [0.25, 0.28, 0.14], [0.04, 0.01, -0.34], [0.24, 0.02, -0.88], [-0.14, 0.10, 0.10], [-0.06, -0.03, 0.18], [-0.04, 0.06, 0.02], [-0.24, -0.41, -0.18], [0.19, 0.21, 0.11], [1.01, 0.65, -0.49], [-0.01, -0.02, -0.13], [-0.06, -0.15, -0.16], [0.13, 0.18, 0.26], [0.03, 0.17, 0.79], [0.29, 0.22, -0.19], [-0.09, 0.16, 0.30], [-0.12, 0.38, 0.82], [-0.06, 0.02, -0.17], [0.01, -0.12, -0.16], [0.01, 0.05, -0.03], [-0.34, -0.36, 0.21], [0.27, 0.21, -0.09], [0.04, 0.07, -0.01], [-0.02, 0.03, -0.05], [0.05, -0.05, -0.15], [-0.04, -0.17, -0.04], [-0.07, -0.01, -0.02], [0.04, 0.07, 0.00], [-0.04, 0.05, 0.02], [-0.05, 0.04, 0.16], [-0.08, -0.13, 0.10], [-0.06, 0.01, 0.02], [0.20, -0.32, 0.34], [-0.29, 0.19, -0.36], [-0.05, -0.31, -0.03], [0.10, -0.08, -0.10], [0.22, 0.11, 0.00], [-0.11, -0.04, -0.01], [-0.24, 0.12, 0.05], [0.42, -0.05, -0.13], [-0.37, -0.11, -0.02], [-0.10, 0.10, 0.11], [0.14, 0.23, 0.00], [-0.05, -0.13, 0.03], [0.14, -0.19, -0.02], [-0.10, 0.42, 0.12], [-0.03, 0.07, 0.06], [-0.10, 0.07, 0.04], [-0.01, 0.13, 0.06], [0.01, 0.18, 0.07], [0.08, -0.06, -0.07], [0.09, -0.11, -0.04], [0.13, 0.00, -0.05], [0.17, 0.01, -0.05]], "lowdin_charge": [1.472, 0.651, -0.698, -0.041, -0.242, -0.115, -0.530, 0.037, -0.193, 0.010, -0.047, -0.055, -0.170, 0.031, -0.242, -0.040, -0.698, 0.652, -0.113, -0.537, 0.034, -0.205, 0.011, -0.048, -0.055, -0.154, 0.023, 0.111, 0.120, 0.108, 0.102, 0.052, 0.111, 0.120, 0.108, 0.101, 0.029, 0.701, 0.701, -0.665, -0.100, -0.044, -0.030, -0.133, -0.010, -0.660, -0.103, -0.044, -0.033, -0.142, -0.011, 0.099, 0.113, 0.112, 0.110, 0.098, 0.113, 0.112, 0.113], "total_charge": 0, "energy_ev": -198940.31131, "homo_energy_ev": -6.603, "orbital_gap_ev": 5.51}


(4)
{"formula": "C21H19F3N4O2S", "method": "the ωB97M-V functional and the def2-TZVPD basis", "elements": ["C", "O", "C", "C", "C", "C", "C", "N", "N", "C", "O", "C", "C", "C", "S", "C", "N", "C", "C", "C", "C", "C", "C", "F", "F", "F", "C", "N", "C", "C", "C", "H", "H", "H", "H", "H", "H", "H", "H", "H", "H", "H", "H", "H", "H", "H", "H", "H", "H", "H"], "positions_angstrom": [[3.56430, -5.15756, 7.15843], [3.83621, -4.43839, 5.90574], [2.72828, -4.23381, 5.08085], [1.54113, -4.93851, 5.14793], [0.45804, -4.76048, 4.28544], [0.57110, -3.76687, 3.31518], [-0.39330, -3.62521, 2.21554], [-0.11714, -2.80782, 1.22615], [-1.20041, -2.65794, 0.35468], [-1.13287, -1.80289, -0.77448], [-1.93609, -2.05369, -1.66790], [-0.20635, -0.64881, -0.99035], [-0.64513, 0.24292, -2.05787], [0.01425, 0.22585, -3.26683], [-0.30102, 1.78349, -4.00904], [-1.25286, 2.28427, -2.63827], [-1.87000, 3.55982, -2.46845], [-1.82950, 4.52396, -3.44490], [-1.17383, 5.77936, -3.13626], [-1.38327, 6.89211, -3.85947], [-2.22184, 6.90644, -4.96994], [-2.67244, 5.64076, -5.44082], [-3.38886, 5.55680, -6.75087], [-3.09877, 6.60095, -7.59544], [-3.04152, 4.37461, -7.30377], [-4.67081, 5.62492, -6.39668], [-2.44109, 4.53713, -4.68579], [-1.29604, 1.39182, -1.70934], [1.76199, -3.08513, 3.26004], [2.81937, -3.12134, 4.23184], [3.99878, -2.27546, 4.08700], [4.45989, -5.12040, 7.85529], [3.46923, -6.21614, 6.92405], [2.65370, -4.88333, 7.63934], [1.42047, -5.76552, 5.71624], [-0.51133, -5.32856, 4.29252], [-1.30573, -4.12596, 2.29184], [-1.99304, -3.35093, 0.36416], [0.02749, -0.18067, -0.00038], [0.57932, -1.30382, -1.38441], [0.61846, -0.64120, -3.62005], [-1.95899, 3.83918, -1.45844], [-0.45684, 5.68115, -2.30020], [-0.94612, 7.88928, -3.55189], [-2.40846, 7.79586, -5.51297], [-2.97050, 3.65030, -4.98357], [1.70906, -2.25369, 2.54206], [4.80605, -2.91902, 4.09975], [3.90184, -1.71874, 3.09897], [3.88520, -1.59905, 4.88530]], "forces_ev_per_a": [[1.91, -0.84, -0.85], [-1.22, -0.39, 1.07], [0.71, 1.24, 0.92], [-0.81, 0.55, -1.66], [-0.67, 0.67, -0.51], [0.28, -1.53, -0.34], [2.51, 2.66, -1.05], [-2.33, -1.26, 1.22], [0.76, 0.51, -0.52], [-3.05, -1.67, -0.33], [0.25, 0.02, 0.62], [0.25, -2.34, 2.20], [1.86, 1.18, -0.72], [-1.01, 0.34, 0.74], [0.00, -0.25, -0.54], [-0.30, 0.44, 0.18], [0.74, -2.48, 1.06], [1.03, 4.37, -0.52], [0.35, -3.45, 1.47], [-0.10, 3.22, -0.31], [0.21, -2.41, -0.28], [1.92, 3.54, 0.25], [1.44, 0.42, 1.63], [-0.51, -1.46, 0.51], [-1.05, 0.72, -0.83], [-1.12, -0.38, -1.46], [-1.22, -2.50, 0.85], [-0.63, -0.01, 0.31], [0.98, 2.57, 1.07], [-2.91, -2.42, -2.63], [-2.01, 1.27, -2.10], [-1.08, 0.59, -1.07], [-0.07, -0.21, -0.12], [-0.57, 0.79, 0.31], [0.13, -2.32, 2.30], [1.34, 0.21, 0.48], [-1.60, -0.83, -0.01], [1.24, 1.02, -0.27], [0.23, -0.17, -1.14], [0.99, 0.80, 0.33], [-0.55, 1.31, -0.08], [0.25, -0.37, -1.76], [-0.57, 0.67, -0.32], [-0.34, -1.40, -0.27], [-0.14, 0.66, -0.42], [0.09, -0.57, -0.22], [0.76, -0.41, 0.15], [2.24, -0.63, 0.28], [0.42, -0.62, 1.32], [0.96, 1.15, 1.08]], "lowdin_charge": [-0.054, -0.089, -0.222, -0.025, -0.024, -0.243, -0.080, 0.066, 0.019, -0.435, 0.045, -0.084, -0.430, -0.319, 1.028, -0.588, 0.057, -0.278, -0.029, -0.098, 0.004, -0.124, -0.561, 0.123, 0.143, 0.163, 0.008, 0.094, 0.010, -0.188, -0.028, 0.110, 0.079, 0.075, 0.071, 0.130, 0.097, 0.164, 0.145, 0.131, 0.102, 0.175, 0.123, 0.131, 0.104, 0.132, 0.112, 0.063, 0.115, 0.081], "total_charge": 0, "energy_ev": -51125.39722, "homo_energy_ev": -8.128, "smiles": "COc1ccc(/C=N/NC(=O)Cc2csc(Nc3cccc(C(F)(F)F)c3)n2)cc1C", "orbital_gap_ev": 8.52, "de_lowest_kj_mol": 429.24}


(5)
{"formula": "C2H7N4O", "method": "the ωB97M-V functional and the def2-TZVPD basis", "elements": ["C", "C", "N", "N", "N", "N", "O", "H", "H", "H", "H", "H", "H", "H"], "positions_angstrom": [[-3.12278, 0.30151, -0.32443], [2.48302, 0.55681, -0.87931], [-4.21467, 0.73269, -0.10005], [1.46165, 0.21286, -0.14447], [-2.00789, -0.19210, -0.51182], [-1.14892, -0.91411, 0.34790], [0.71577, 1.09408, 0.47229], [3.09761, -0.15991, -1.34900], [2.85498, 1.65988, -1.10670], [-4.73540, 1.53201, -0.14986], [-0.31575, -1.13412, -0.19616], [0.89076, 1.98602, 0.28529], [-0.73187, -0.31990, 1.13602], [-1.60282, -1.65595, 0.87091]], "forces_ev_per_a": [[-0.87, 0.54, 2.02], [-1.46, 2.92, 1.19], [2.52, -3.03, -0.84], [3.60, -1.69, -2.89], [0.51, -0.49, -1.18], [-0.28, 2.32, 2.00], [-2.13, -0.41, 1.79], [0.13, -1.17, -0.23], [-1.17, -2.03, 0.86], [-1.35, 2.33, 0.02], [0.26, -0.64, -0.19], [0.90, 2.33, -0.71], [-0.55, -0.13, -1.26], [-0.11, -0.87, -0.56]], "lowdin_charge": [-0.209, 0.033, 0.276, -0.138, 0.064, 0.173, -0.047, 0.056, 0.132, 0.075, 0.136, 0.089, 0.180, 0.181], "total_charge": 1, "energy_ev": -10183.90239, "homo_energy_ev": -14.206, "orbital_gap_ev": 10.50, "de_lowest_kj_mol": 520.15}